The following is a DFT calculation (ωB97M-V with the def2-TZVPD basis set) of 11 unconnected molecules or ions with the total composition C44H66O22.

Structure (XYZ):
```
132
Properties=species:S:1:pos:R:3
O -3.13 0.62 2.43
O 2.25 3.16 5.23
O 3.66 2.15 2.90
O 0.21 3.96 5.64
O -1.87 -0.91 3.42
O 4.29 -1.99 3.23
O 2.77 0.73 -1.36
O -1.79 -0.04 -6.77
O 2.15 4.24 0.20
O -1.47 -6.20 0.37
O -2.11 -0.20 -4.58
O -2.77 5.12 1.68
O -2.85 -2.87 -1.05
O 2.70 -0.85 2.20
O -1.76 5.68 -0.18
O 4.24 2.24 0.79
O -3.99 -1.08 -0.38
O 1.26 -3.27 -2.87
O 0.82 -0.33 -1.43
O -2.52 -5.40 2.18
O 1.94 -5.37 -3.11
O 1.51 5.25 2.05
C -3.07 -0.42 3.03
C -3.11 3.72 -0.31
C -1.08 3.95 5.06
C -0.70 -4.07 1.20
C -0.35 -5.91 -0.46
C 4.99 -3.23 3.05
C -5.00 -2.71 -1.92
C 0.53 -4.38 -4.81
C 3.41 -3.01 1.29
C -1.69 -5.27 1.34
C 1.66 0.59 -0.91
C 4.52 2.02 2.08
C 2.23 5.24 1.09
C -0.18 0.47 0.59
C 3.38 -1.84 2.24
C -1.75 5.36 -1.58
C -4.21 -1.36 3.43
C -2.44 0.26 -5.80
C 5.99 1.65 2.28
C 1.08 1.32 0.29
C -3.03 0.33 -3.61
C -3.73 1.03 -5.79
C 2.81 4.56 -1.03
C -3.52 -2.22 4.50
C -1.04 2.90 3.96
C 0.46 2.70 3.65
C -2.32 3.94 -1.61
C 3.14 6.33 0.56
C 5.31 1.86 -0.10
C 3.82 5.60 -0.61
C -4.15 -3.51 -2.89
C 0.21 -4.60 0.11
C -3.03 -3.95 -1.95
C -2.58 4.89 0.52
C -3.73 1.49 -4.31
C 1.12 3.33 4.86
C -2.03 -2.09 4.23
C 6.52 1.83 0.85
C -0.20 -3.03 -4.73
C -0.39 -0.41 -0.63
C 4.79 -3.57 1.58
C 0.26 -2.38 -3.41
C -3.93 -2.09 -1.03
C 1.35 -4.42 -3.56
H -0.99 1.17 0.82
H -4.19 3.83 -0.36
H -3.71 1.85 -6.50
H -0.58 -2.31 -2.71
H -5.63 -1.93 -2.33
H 5.04 0.85 -0.40
H 0.73 1.65 3.54
H 1.17 -4.42 -5.70
H -4.56 -1.89 2.54
H -3.96 -2.84 -3.73
H 1.87 1.33 1.04
H 0.72 3.26 2.76
H -2.76 2.78 0.10
H -3.75 -0.40 -3.23
H 0.40 -3.90 -0.70
H 5.57 -3.29 0.87
H -3.74 -3.28 4.43
H 2.47 7.13 0.25
H -3.77 -1.79 5.47
H -5.55 -3.35 -1.22
H -0.76 5.34 -2.00
H 3.25 -2.67 0.27
H 6.06 0.64 2.67
H -3.30 -4.81 -1.33
H -1.18 -0.08 -1.31
H 0.02 -2.44 -5.62
H -1.29 -3.20 0.91
H 4.74 5.17 -0.23
H 5.34 2.63 -0.87
H -0.24 -3.90 2.17
H 2.07 4.89 -1.76
H -1.49 3.24 -1.71
H 4.83 -4.66 1.47
H 6.03 -3.20 3.39
H 3.98 6.33 -1.40
H -4.77 1.48 -3.99
H -0.60 -5.78 -1.51
H -1.57 -2.94 3.72
H 4.52 -4.03 3.62
H -2.50 0.73 -2.74
H 7.14 1.01 0.51
H -0.65 -1.40 -0.26
H -0.07 0.00 1.57
H 6.45 2.30 3.01
H -1.57 3.21 3.06
H -2.12 -4.23 -2.48
H -5.05 -0.82 3.86
H 2.67 -3.76 1.54
H 0.72 2.32 0.06
H 0.51 -1.34 -3.60
H -0.20 -5.19 -4.91
H -1.80 3.56 5.79
H -1.54 1.94 4.12
H 3.73 6.61 1.43
H 7.12 2.74 0.80
H -1.40 4.91 4.68
H -3.25 2.46 -4.22
H -4.70 -4.32 -3.35
H 3.24 3.65 -1.44
H -2.38 6.05 -2.15
H -1.27 -3.27 -4.78
H 1.26 -4.71 0.40
H -4.55 0.37 -6.04
H -2.99 3.85 -2.46
H 0.38 -6.71 -0.35
H -1.51 -1.96 5.18
```

Properties
frontier orbital gap = 8.638 eV
HOMO = -8.57 eV
total charge = 0
energy relative to the best compared isomer or geometry (same formula, charge and spin) = 39.90 kcal per mole
largest force on an atom = 2.61 eV Å⁻¹